A single CH3BrFOP molecule at a distorted geometry. Source: the OMol25 dataset; level of theory: wB97M-V/def2-TZVPD.

The geometry in XYZ format:
```
8
Properties=species:S:1:pos:R:3:forces:R:3:mulliken_charge:R:1
C 0.0763 0.1801 -0.0200 -1.6955 0.5633 -1.3421 -0.391
O 0.4028 1.5197 -0.1139 0.0575 4.6645 -0.2979 -0.437
P -0.8734 3.0633 -0.4692 3.7166 -2.6457 -0.7751 0.498
F 0.1619 4.1932 -0.0060 -0.5446 -0.8964 -0.0201 -0.183
Br -1.9934 2.6609 1.2425 -1.2011 -0.0499 1.7094 -0.058
H 0.0163 -0.1285 -1.0920 -0.5035 -0.8759 1.0002 0.190
H -0.8510 0.1927 0.5601 -0.4714 -1.1030 -0.3538 0.165
H 0.7701 -0.4426 0.5318 0.6421 0.3432 0.0795 0.217
```
Positions in Å, forces in eV/Å.

Summary:
Gap between HOMO and LUMO (eV): 9.75
Largest force on an atom (eV/Å): 4.674
HOMO energy (Ha): -0.3553
SMILES string: COP(F)Br
Relative energy (zero: lowest compared OMol25 entry of this formula, charge and spin) (kJ/mol): 258.4